Here is the molecule C18H18BO7P in a non-equilibrium geometry from the OMol25 dataset. Energies are from ωB97M-V/def2-TZVPD.

```
45
Properties=species:S:1:pos:R:3:lowdin_charge:R:1
C -0.37 -1.55 -2.24 -0.160
C 0.58 1.59 -0.40 -0.235
H -3.88 0.69 0.12 0.137
H -1.89 2.77 3.32 0.126
O -2.53 0.57 -2.32 0.123
H 2.89 -2.22 -1.79 0.123
O -5.54 2.40 2.18 0.180
H 4.08 -1.84 2.21 0.081
H -4.51 0.03 3.49 0.111
C 1.97 -0.42 -1.12 -0.147
H 3.18 0.93 2.83 0.076
P -1.81 -2.36 -2.97 0.458
O -1.33 -3.71 -3.69 -0.117
C -0.39 -0.32 -1.61 -0.061
C 3.27 -0.23 1.02 -0.392
H -1.43 -4.41 -3.03 0.092
H 2.25 -0.49 1.32 0.131
H 4.08 -0.23 -1.05 0.124
C 1.97 -1.65 -1.74 -0.016
O -4.47 0.95 3.77 0.147
H 0.20 2.73 2.07 0.128
C -3.01 1.16 0.57 0.042
O 1.36 2.51 -0.53 0.124
C 3.22 0.16 -0.49 -0.101
H 3.17 1.24 -0.59 0.095
B -4.43 1.73 2.61 -0.566
H 4.81 0.91 2.12 0.077
H -5.78 2.14 1.29 0.110
C -1.69 0.46 -1.45 -0.239
H 3.48 1.91 1.42 0.068
C -0.70 2.30 1.65 0.014
C -3.04 1.76 1.82 -0.076
C 4.14 -1.48 1.18 -0.077
H -3.34 -1.25 -3.75 0.084
C -1.89 2.32 2.34 -0.018
H 3.74 -2.27 0.53 0.068
C -0.68 1.70 0.42 -0.093
H 5.18 -1.32 0.89 0.083
C 0.75 0.23 -1.07 -0.033
O -2.48 -1.50 -4.12 -0.107
C 3.74 0.96 1.89 -0.060
C 0.85 -2.20 -2.29 -0.048
H 0.90 -3.16 -2.79 0.111
C -1.82 1.14 -0.11 -0.087
O -2.80 -2.67 -1.93 -0.279
```

Values from the calculation:
SMILES string: CC(C)Cc1ccc(P(=O)(O)O)c2c1C(=O)c1ccc(B(O)O)cc1C2=O
HOMO level: -9.8 eV

---

Here is a cluster of 2 separate species, C18H18BrCl4FINO8S2 in total in a non-equilibrium geometry from the OMol25 dataset. Energies are from ωB97M-V/def2-TZVPD.

```
54
Properties=species:S:1:pos:R:3:lowdin_charge:R:1
H 5.45 4.53 -0.70 0.106
C 3.13 1.19 -0.86 -0.190
C -3.12 -4.73 -2.77 -2.004
H 5.07 0.03 -0.76 0.114
H 3.15 5.92 -0.24 0.078
H 1.62 4.97 -0.37 0.074
H -2.09 0.28 -0.92 0.128
H -4.97 -3.49 1.31 0.081
C 2.55 2.54 -0.88 -0.008
O 0.88 -1.55 0.49 -0.283
C 2.20 -0.06 -0.85 -0.070
H 1.65 -0.15 -1.82 0.135
C -0.12 0.62 -0.05 -0.506
O -4.81 2.41 0.37 0.202
C -2.79 -2.36 0.38 -0.245
H 1.23 0.45 2.62 0.108
Cl -4.34 -5.03 -1.52 0.551
H 0.11 1.14 -1.01 0.085
O -0.17 -3.41 1.70 -0.355
O 3.53 -1.37 1.66 0.006
C 5.41 2.27 -0.75 -0.068
C -2.07 -1.00 0.86 -0.424
C -3.29 -0.02 1.20 -0.382
H -1.04 -1.15 -1.11 0.113
C 4.60 1.04 -0.79 -0.036
H 6.52 2.14 -0.67 0.101
C 2.63 5.14 -0.85 -0.063
S 0.12 -1.99 1.91 1.045
C -1.32 -0.35 -0.37 -0.119
N -4.39 0.10 0.23 0.134
H -2.00 -3.01 -0.07 0.073
H 1.45 2.70 -0.93 0.079
O -1.33 -1.13 2.06 -0.257
S -3.66 -3.24 1.73 0.682
C 3.25 -0.29 2.05 -0.781
O -3.76 -2.48 2.98 -0.338
C 1.89 0.45 1.70 -0.188
H -3.54 -2.17 -0.44 0.058
H 2.18 1.53 1.59 0.094
I 4.77 0.71 3.29 0.751
C 3.38 3.76 -0.84 -0.224
O -3.34 0.62 2.20 0.149
F -4.45 1.57 -1.64 0.064
C 1.23 -0.15 0.42 -0.470
H 2.88 -0.97 -0.79 0.127
O -2.96 -4.50 1.98 -0.356
H 2.44 5.52 -1.89 0.082
C -4.57 1.44 -0.26 -0.457
H -5.26 -0.31 0.57 0.155
C 4.82 3.61 -0.76 -0.040
Cl -1.77 -5.85 -2.57 0.551
Cl -2.53 -3.06 -2.62 0.581
Cl -3.85 -4.95 -4.37 0.538
Br -0.62 2.10 1.19 0.816
```

Values from the calculation:
ΔE to the lowest compared entry with this formula, charge and spin: 2.160 eV
HOMO level: -9.3 eV

---

Here is the molecule C18H18ClN3O5S in a non-equilibrium geometry from the OMol25 dataset. Energies are from ωB97M-V/def2-TZVPD.

```
46
Properties=species:S:1:pos:R:3:lowdin_charge:R:1
H 1.61 -0.40 -0.46 0.126
C -0.36 -2.15 2.48 -0.191
H -1.88 1.34 1.62 0.116
H -0.43 -2.31 3.56 0.122
C 1.97 1.69 -0.08 -0.101
H -1.22 3.03 -0.09 0.127
C -1.72 -0.66 -1.08 -0.046
O -0.08 3.40 -4.58 0.097
H 2.38 3.66 0.65 0.129
C -0.02 2.59 -3.69 -0.462
C 1.78 2.16 -1.48 -0.454
H 0.95 -3.87 2.45 0.113
H -2.04 -3.57 0.08 0.105
O -2.91 -0.61 2.61 -0.278
C -1.34 0.27 -2.04 0.007
C -1.33 -3.63 0.89 -0.191
H 0.84 0.64 -4.16 0.138
H 1.66 -2.41 1.72 0.083
O 1.88 3.31 -1.82 0.149
N -1.61 -2.58 1.85 -0.229
C 0.75 -2.99 1.84 -0.163
C 2.25 2.62 0.92 0.022
C -1.35 2.00 -0.36 -0.001
C 2.37 2.19 2.22 -0.061
C 1.11 1.56 -3.63 -0.053
C -1.17 1.61 -1.69 -0.240
C 0.13 -3.42 0.50 -0.158
H -1.48 3.43 -2.61 0.169
H -1.24 -0.03 -3.07 0.123
O -3.76 -2.01 0.75 -0.278
H 0.59 -4.32 0.10 0.112
H -1.92 -1.68 -1.37 0.115
O 1.45 1.16 -2.31 -0.010
H -0.21 -1.09 2.30 0.084
H 0.22 -2.62 -0.23 0.092
Cl 2.28 0.22 4.06 0.726
C -1.70 1.06 0.59 -0.045
H 1.97 2.02 -4.12 0.147
N -0.92 2.58 -2.67 0.146
H 2.59 2.87 3.03 0.108
C 1.82 0.36 0.28 -0.054
C -1.90 -0.26 0.23 -0.253
C 2.18 0.84 2.47 -0.731
N 1.93 -0.05 1.53 0.058
S -2.66 -1.38 1.43 0.658
H -1.46 -4.60 1.39 0.128
```

Values from the calculation:
SMILES string: O=C(COC(=O)c1ccc(Cl)nc1)Nc1ccc(S(=O)(=O)N2CCCC2)cc1
HOMO level: -9.3 eV

---

Here is the molecule C18H18ClNO4S in a non-equilibrium geometry from the OMol25 dataset. Energies are from ωB97M-V/def2-TZVPD.

```
43
Properties=species:S:1:pos:R:3:lowdin_charge:R:1
H -1.18 1.28 -1.59 0.189
O 0.95 -3.03 3.39 0.039
C -2.82 2.20 1.74 -0.293
O 0.37 -0.78 -2.48 0.002
N -1.12 0.98 0.68 0.121
H -5.00 1.53 4.12 0.059
H 0.74 -0.92 2.09 0.138
H 3.61 -3.09 2.17 0.122
C 0.63 -1.38 -1.31 -0.193
C 2.27 0.93 -2.43 0.014
Cl -3.87 3.66 -0.38 0.708
H 1.08 1.18 -4.65 0.069
H -2.50 0.97 3.55 0.124
H 2.31 1.92 -2.12 0.057
C 2.89 -3.95 2.18 -0.010
C 0.98 -2.82 -1.32 0.036
O -0.67 3.17 1.06 0.037
C 0.47 -0.69 -0.10 -0.083
C 0.28 1.13 -3.92 -0.013
H -0.04 3.15 -0.43 0.064
C 0.74 0.64 -2.56 -0.422
H 3.19 -4.49 1.27 0.079
C 1.08 -2.74 1.10 -0.217
H -0.23 2.11 -3.93 0.098
C 0.20 0.83 0.01 -0.180
H 1.22 -3.37 -2.26 0.128
C -0.03 1.36 -1.39 -0.246
H 2.81 0.85 -3.40 0.097
C 1.18 -3.43 -0.11 -0.059
C 1.50 -3.39 2.31 -0.378
O 0.35 2.77 -1.28 -0.069
C -4.51 1.84 3.22 -0.390
H -1.80 0.18 0.79 0.191
H 1.56 -4.52 -0.11 0.143
C 0.67 -1.40 1.10 0.053
H 3.01 -4.48 3.08 0.066
C -3.83 2.98 1.16 -0.975
H -0.41 0.37 -4.41 0.110
C -1.44 2.20 1.26 -0.391
S -5.24 3.02 2.17 1.008
C -3.19 1.53 2.92 -0.108
H 1.02 1.38 0.52 0.185
H 2.77 0.30 -1.69 0.092
```

Values from the calculation:
ΔE to the lowest compared entry with this formula, charge and spin: 2.840 eV
SMILES string: CC(=O)c1ccc2c(c1)[C@H](NC(=O)c1ccsc1Cl)[C@@H](O)C(C)(C)O2
HOMO level: -8.8 eV

---

What did the fourth record say?
Here is the molecule C18H18ClNO4S in a non-equilibrium geometry from the OMol25 dataset. Energies are from ωB97M-V/def2-TZVPD.

```
43
Properties=species:S:1:pos:R:3:lowdin_charge:R:1
H -1.18 1.28 -1.59 0.189
O 0.95 -3.03 3.39 0.039
C -2.82 2.20 1.74 -0.293
O 0.37 -0.78 -2.48 0.002
N -1.12 0.98 0.68 0.121
H -5.00 1.53 4.12 0.059
H 0.74 -0.92 2.09 0.138
H 3.61 -3.09 2.17 0.122
C 0.63 -1.38 -1.31 -0.193
C 2.27 0.93 -2.43 0.014
Cl -3.87 3.66 -0.38 0.708
H 1.08 1.18 -4.65 0.069
H -2.50 0.97 3.55 0.124
H 2.31 1.92 -2.12 0.057
C 2.89 -3.95 2.18 -0.010
C 0.98 -2.82 -1.32 0.036
O -0.67 3.17 1.06 0.037
C 0.47 -0.69 -0.10 -0.083
C 0.28 1.13 -3.92 -0.013
H -0.04 3.15 -0.43 0.064
C 0.74 0.64 -2.56 -0.422
H 3.19 -4.49 1.27 0.079
C 1.08 -2.74 1.10 -0.217
H -0.23 2.11 -3.93 0.098
C 0.20 0.83 0.01 -0.180
H 1.22 -3.37 -2.26 0.128
C -0.03 1.36 -1.39 -0.246
H 2.81 0.85 -3.40 0.097
C 1.18 -3.43 -0.11 -0.059
C 1.50 -3.39 2.31 -0.378
O 0.35 2.77 -1.28 -0.069
C -4.51 1.84 3.22 -0.390
H -1.80 0.18 0.79 0.191
H 1.56 -4.52 -0.11 0.143
C 0.67 -1.40 1.10 0.053
H 3.01 -4.48 3.08 0.066
C -3.83 2.98 1.16 -0.975
H -0.41 0.37 -4.41 0.110
C -1.44 2.20 1.26 -0.391
S -5.24 3.02 2.17 1.008
C -3.19 1.53 2.92 -0.108
H 1.02 1.38 0.52 0.185
H 2.77 0.30 -1.69 0.092
```

Values from the calculation:
ΔE to the lowest compared entry with this formula, charge and spin: 2.840 eV
SMILES string: CC(=O)c1ccc2c(c1)[C@H](NC(=O)c1ccsc1Cl)[C@@H](O)C(C)(C)O2
HOMO level: -8.8 eV